(1)
This record from the OMol25 dataset describes a molecular structure, C27H38Cl2IrN3O6 at a distorted geometry. The level of theory is ωB97M-V/def2-TZVPD.

```
! RIJCOSX wB97M-V def2-TZVPD def2/J DEFGRID3
* xyz 0 5
O 0.520 0.117 -1.870
C -0.373 0.254 -2.942
C -0.081 1.593 -3.629
C 0.572 2.614 -2.955
H 0.937 2.434 -1.943
C 0.766 3.852 -3.584
H 1.278 4.646 -3.038
C 0.310 4.059 -4.883
H 0.461 5.022 -5.372
C -0.342 3.020 -5.563
H -0.693 3.169 -6.583
C -0.538 1.793 -4.938
H -1.055 0.976 -5.454
H -0.123 -0.540 -3.676
C -2.129 -1.409 -2.279
C -1.808 0.030 -2.558
H -3.197 -1.599 -2.355
H -1.828 -1.685 -1.254
H -1.552 -2.028 -2.941
C -2.657 1.115 -2.389
C -4.073 1.052 -1.858
H -2.250 2.128 -2.582
H -4.748 1.455 -2.603
H -4.172 1.664 -0.948
H -4.361 0.026 -1.616
Ir 0.017 -0.034 0.100
Cl -2.250 0.221 0.017
C -1.099 0.235 2.714
O -0.251 -0.452 2.055
N -1.215 0.110 4.026
C -0.691 -1.047 4.738
C -1.922 1.120 4.810
H -1.805 0.951 2.217
H -0.127 -1.661 4.034
H -1.520 -1.627 5.175
H -0.044 -0.702 5.556
H -2.115 1.997 4.168
H -1.300 1.428 5.664
H -2.879 0.729 5.187
H 4.831 1.882 -2.038
H 4.715 2.227 0.657
C 3.746 1.771 -1.907
C 3.653 1.963 0.566
N 3.449 1.146 -0.621
H 3.334 1.150 -2.717
C 2.872 -0.053 -0.567
O 2.027 -0.402 0.322
H 3.302 1.416 1.447
H 3.145 -0.747 -1.401
H 3.275 2.767 -1.933
H 3.063 2.894 0.448
H -0.089 -5.394 0.548
H 2.106 -5.559 -1.073
C -0.484 -4.852 -0.322
C 1.590 -4.837 -1.720
N 0.596 -4.088 -0.952
H -1.270 -4.164 -0.020
C 0.650 -2.764 -0.894
O -0.142 -2.100 -0.141
H 2.319 -4.123 -2.134
H 1.399 -2.270 -1.554
H -0.872 -5.578 -1.049
H 1.100 -5.381 -2.540
Cl -0.018 7.183 5.049
C 0.219 5.862 4.037
C 1.100 4.828 4.426
C 1.275 3.717 3.596
C 0.606 3.595 2.373
C -0.268 4.616 1.981
C -0.455 5.739 2.805
C 0.726 2.248 1.641
O 1.397 1.440 2.319
O 0.216 2.056 0.477
H 1.630 4.892 5.375
H 1.949 2.931 3.959
H -0.817 4.526 1.039
H -1.140 6.525 2.506
*
```

The value obtained for the orbital gap (alpha / beta) is 5.61 / 6.46 eV. The calculation puts the energy above the lowest of the compared OMol25 structures with the same formula, charge and spin at 1.8537 eV.

---

(2)
This record from the OMol25 dataset describes 7 unconnected molecules or ions with the total composition C7H21N7O14 at a distorted geometry. The level of theory is ωB97M-V/def2-TZVPD.

```
! RIJCOSX wB97M-V def2-TZVPD def2/J DEFGRID3
* xyz 0 1
C 0.567 -0.302 -3.896
N 1.414 -0.471 -5.126
O 0.842 -0.212 -6.217
O 2.571 -0.806 -5.013
H -0.173 -1.103 -3.868
H 0.131 0.639 -4.232
H 1.177 -0.301 -2.993
C 0.512 5.263 -2.447
N -0.323 4.380 -1.561
O 0.235 3.603 -0.703
O -1.528 4.355 -1.835
H 1.511 4.847 -2.319
H 0.346 6.318 -2.229
H 0.314 5.039 -3.495
C 0.284 -0.869 6.161
N -0.725 -1.312 5.165
O -1.193 -2.500 5.267
O -1.105 -0.526 4.320
H 0.099 0.191 6.337
H 1.282 -1.089 5.781
H 0.118 -1.448 7.070
C -2.017 -3.390 -0.125
N -2.242 -2.636 1.080
O -3.099 -1.794 1.003
O -1.426 -2.875 1.995
H -1.366 -2.783 -0.754
H -2.982 -3.574 -0.599
H -1.530 -4.355 0.017
C 3.736 -2.792 -1.491
N 4.709 -3.834 -1.985
O 5.845 -3.845 -1.458
O 4.252 -4.569 -2.835
H 2.803 -3.147 -1.930
H 3.986 -1.775 -1.794
H 3.766 -2.884 -0.406
C 0.417 0.083 1.207
N 1.537 -0.665 0.446
O 1.145 -1.258 -0.569
O 2.697 -0.592 0.811
H 0.277 1.095 0.828
H 0.533 0.009 2.288
H -0.600 -0.186 0.921
C -3.960 3.796 1.352
N -3.550 2.351 1.223
O -2.402 2.022 0.885
O -4.529 1.609 1.579
H -4.674 3.941 2.163
H -4.630 3.965 0.509
H -3.052 4.387 1.472
*
```

The value obtained for the orbital gap is 10.07 eV. The calculation puts the energy above the lowest of the compared OMol25 structures with the same formula, charge and spin at 2.4246 eV.

---

(3)
This record from the OMol25 dataset describes C8H14N2O in the gas phase. The level of theory is ωB97M-V/def2-TZVPD.

```
! RIJCOSX wB97M-V def2-TZVPD def2/J DEFGRID3
* xyz 0 1
C -0.941 -0.456 2.102
C 0.035 -1.348 1.333
C -1.346 0.800 -0.547
C -0.014 -1.413 -0.162
C 0.809 -0.768 -0.989
C 1.889 0.157 -0.513
C 0.728 -0.966 -2.473
C -1.657 1.818 2.597
N -1.090 0.833 1.700
N -0.805 1.353 0.450
O -1.408 -0.827 3.163
H 1.020 -0.997 1.652
H -0.108 -2.353 1.740
H -1.106 1.204 -1.515
H -2.067 -0.009 -0.488
H -0.753 -2.092 -0.570
H 2.270 0.757 -1.335
H 2.720 -0.413 -0.094
H 1.509 0.829 0.255
H 0.685 -0.005 -2.985
H -0.144 -1.551 -2.753
H 1.619 -1.484 -2.826
H -2.729 1.936 2.423
H -1.496 1.493 3.623
H -1.154 2.763 2.404
*
```

The value obtained for the orbital gap is 9.33 eV. The calculation puts the energy above the lowest of the compared OMol25 structures with the same formula, charge and spin at 1.9036 eV.

---

(4)
This record from the OMol25 dataset describes a molecular structure, C2H11N5 at a distorted geometry. The level of theory is ωB97M-V/def2-TZVPD.

```
! RIJCOSX wB97M-V def2-TZVPD def2/J DEFGRID3
* xyz 0 1
C 0.375 -1.843 1.572
N 0.567 -1.122 0.307
H 1.428 -1.377 -0.175
H -0.322 -0.955 -0.379
H 0.427 -2.916 1.388
H -0.599 -1.582 1.981
H 1.141 -1.562 2.296
N -0.749 0.466 -0.873
N -0.315 1.163 -2.029
N -1.975 0.919 -0.327
C 0.627 0.483 0.422
N 1.756 0.981 0.040
H -0.109 0.491 -2.764
H 0.593 1.594 -1.809
H -2.005 1.938 -0.396
H -2.737 0.578 -0.911
H 1.888 1.921 0.402
H 0.007 0.822 1.255
*
```

The value obtained for the orbital gap is 8.46 eV. The calculation puts the energy above the lowest of the compared OMol25 structures with the same formula, charge and spin at 4.7178 eV.

---

(5)
This record from the OMol25 dataset describes a molecular structure, C31H49BCeClO2P at a distorted geometry. The level of theory is ωB97M-V/def2-TZVPD.

```
! RIJCOSX wB97M-V def2-TZVPD def2/J DEFGRID3
* xyz -1 2
Ce 0.244 0.151 1.209
Cl 2.328 0.676 2.023
P 0.609 0.072 -0.975
C 1.039 -1.202 4.156
H 0.671 -2.087 3.645
H 1.996 -1.292 4.667
C -0.923 0.404 -1.999
C 1.407 -1.530 -1.481
C -1.944 -0.746 -2.023
H -1.388 1.239 -1.450
C -3.249 -0.293 -2.692
H -1.520 -1.599 -2.565
H -2.143 -1.097 -1.009
C -3.013 0.242 -4.109
H -3.958 -1.129 -2.712
H -3.707 0.498 -2.079
C -1.960 1.356 -4.100
H -2.662 -0.578 -4.750
H -3.952 0.607 -4.543
C -0.658 0.880 -3.441
H -1.752 1.697 -5.122
H -2.347 2.224 -3.547
H -0.258 0.036 -4.017
H 0.090 1.675 -3.471
C 1.793 1.441 -1.464
C 1.428 -1.887 -2.982
H 2.448 -1.343 -1.174
C 2.378 -3.073 -3.212
H 0.423 -2.175 -3.305
H 1.731 -1.035 -3.596
C 1.936 -4.295 -2.396
H 2.410 -3.319 -4.280
H 3.396 -2.781 -2.919
C 1.807 -3.952 -0.907
H 0.962 -4.640 -2.772
H 2.641 -5.122 -2.537
C 0.895 -2.739 -0.677
H 1.422 -4.814 -0.349
H 2.801 -3.726 -0.497
H -0.126 -2.979 -1.005
H 0.836 -2.501 0.388
C 1.277 2.891 -1.527
H 2.505 1.394 -0.628
C 2.468 3.854 -1.664
H 0.608 3.015 -2.388
H 0.704 3.149 -0.631
C 3.318 3.533 -2.900
H 2.103 4.887 -1.708
H 3.093 3.772 -0.764
C 3.777 2.070 -2.887
H 2.720 3.719 -3.804
H 4.183 4.205 -2.947
C 2.587 1.113 -2.744
H 4.328 1.836 -3.806
H 4.468 1.909 -2.051
H 1.934 1.221 -3.618
H 2.941 0.081 -2.717
C -0.647 1.730 1.073
C 0.355 -0.056 4.157
H -0.832 2.272 0.134
C 0.794 1.207 4.833
H -0.597 0.001 3.629
C -0.221 2.354 4.680
H 0.979 1.017 5.899
H 1.742 1.530 4.380
C -0.233 2.980 3.278
H -1.224 1.982 4.924
H 0.016 3.132 5.415
C -1.251 2.356 2.297
H -0.473 4.047 3.364
H 0.772 2.919 2.838
H -1.885 1.634 2.829
H -1.927 3.153 1.943
O -2.968 -0.553 2.292
B -1.908 -1.274 1.624
O -1.626 -2.483 2.368
C -2.408 -2.388 3.450
C -2.438 -3.255 4.541
C -3.293 -2.942 5.612
C -4.098 -1.784 5.568
C -4.054 -0.931 4.451
C -3.193 -1.262 3.406
H -1.803 -4.131 4.571
H -3.325 -3.588 6.481
H -4.745 -1.546 6.402
H -4.655 -0.032 4.413
*
```

The value obtained for the orbital gap (alpha / beta) is 4.22 / 5.67 eV.

---

(6)
This record from the OMol25 dataset describes a molecular structure, C33H41N7O7PZn at a distorted geometry. The level of theory is ωB97M-V/def2-TZVPD.

```
! RIJCOSX wB97M-V def2-TZVPD def2/J DEFGRID3
* xyz -1 1
Zn 0.319 0.669 -0.157
N -1.332 1.137 0.544
C -2.190 0.005 0.839
C -2.884 0.096 2.197
C -3.879 1.258 2.337
C -5.182 1.046 1.565
N -4.997 0.957 0.112
C -4.509 1.914 -0.685
N -4.392 3.182 -0.278
N -4.125 1.605 -1.926
C -1.288 -1.251 0.699
O -1.861 -2.350 0.940
O -0.134 -0.975 0.265
H -0.999 1.725 1.413
H -1.775 2.028 -0.071
H -2.907 -0.119 0.028
H -2.120 0.200 2.980
H -3.404 -0.844 2.419
H -3.402 2.201 2.051
H -4.135 1.354 3.400
H -5.901 1.846 1.772
H -5.654 0.111 1.887
H -5.126 0.040 -0.300
H -4.687 3.450 0.651
H -4.015 3.900 -0.879
H -4.038 0.633 -2.207
H -3.708 2.287 -2.542
O -0.863 2.959 -0.566
N -0.250 1.994 -1.371
C -0.368 2.342 -2.612
C 0.186 1.528 -3.715
C 0.037 2.056 -5.008
C 0.543 1.369 -6.109
C 1.199 0.157 -5.925
C 1.348 -0.371 -4.639
C 0.843 0.298 -3.507
P 1.045 -0.412 -1.824
C 0.216 -2.014 -2.041
C -1.147 -2.073 -1.692
C -1.886 -3.248 -1.845
C -1.274 -4.390 -2.347
C 0.072 -4.354 -2.702
C 0.809 -3.173 -2.555
C 2.839 -0.675 -1.698
C 3.392 -1.758 -0.998
C 4.778 -1.902 -0.863
C 5.637 -0.945 -1.396
C 5.111 0.162 -2.056
C 3.728 0.296 -2.196
H -0.697 2.613 0.331
H -0.889 3.277 -2.886
H -0.468 3.005 -5.166
H 0.427 1.779 -7.109
H 1.598 -0.383 -6.780
H 1.875 -1.316 -4.533
H -1.652 -1.189 -1.303
H -2.939 -3.264 -1.573
H -1.846 -5.307 -2.468
H 0.551 -5.244 -3.101
H 1.852 -3.179 -2.861
H 2.750 -2.502 -0.533
H 5.183 -2.755 -0.326
H 6.712 -1.049 -1.279
H 5.773 0.930 -2.447
H 3.352 1.192 -2.686
O 1.694 1.418 -0.318
C 4.181 0.321 3.057
C 3.271 -0.700 3.736
C 1.751 -0.374 3.646
C 0.973 -1.505 4.381
C -0.544 -1.335 4.382
C 1.509 0.910 4.387
O 1.782 1.083 5.576
N 0.954 1.897 3.640
C 0.603 1.840 2.319
O 0.110 2.860 1.835
N 0.807 0.720 1.645
C 1.340 -0.377 2.177
O 1.518 -1.409 1.520
H 5.228 0.021 3.174
H 4.071 1.316 3.497
H 3.977 0.392 1.984
H 3.575 -0.776 4.789
H 3.470 -1.682 3.289
H 1.307 -1.570 5.425
H 1.205 -2.476 3.924
H -0.846 -0.407 4.877
H -1.010 -2.165 4.924
H -0.951 -1.335 3.367
H 0.773 2.776 4.094
*
```

The value obtained for the orbital gap (alpha / beta) is 4.20 / 2.81 eV. The calculation puts the energy above the lowest of the compared OMol25 structures with the same formula, charge and spin at 11.6015 eV.

---

What did the fifth record say?
This record from the OMol25 dataset describes a molecular structure, C31H49BCeClO2P at a distorted geometry. The level of theory is ωB97M-V/def2-TZVPD.

```
! RIJCOSX wB97M-V def2-TZVPD def2/J DEFGRID3
* xyz -1 2
Ce 0.244 0.151 1.209
Cl 2.328 0.676 2.023
P 0.609 0.072 -0.975
C 1.039 -1.202 4.156
H 0.671 -2.087 3.645
H 1.996 -1.292 4.667
C -0.923 0.404 -1.999
C 1.407 -1.530 -1.481
C -1.944 -0.746 -2.023
H -1.388 1.239 -1.450
C -3.249 -0.293 -2.692
H -1.520 -1.599 -2.565
H -2.143 -1.097 -1.009
C -3.013 0.242 -4.109
H -3.958 -1.129 -2.712
H -3.707 0.498 -2.079
C -1.960 1.356 -4.100
H -2.662 -0.578 -4.750
H -3.952 0.607 -4.543
C -0.658 0.880 -3.441
H -1.752 1.697 -5.122
H -2.347 2.224 -3.547
H -0.258 0.036 -4.017
H 0.090 1.675 -3.471
C 1.793 1.441 -1.464
C 1.428 -1.887 -2.982
H 2.448 -1.343 -1.174
C 2.378 -3.073 -3.212
H 0.423 -2.175 -3.305
H 1.731 -1.035 -3.596
C 1.936 -4.295 -2.396
H 2.410 -3.319 -4.280
H 3.396 -2.781 -2.919
C 1.807 -3.952 -0.907
H 0.962 -4.640 -2.772
H 2.641 -5.122 -2.537
C 0.895 -2.739 -0.677
H 1.422 -4.814 -0.349
H 2.801 -3.726 -0.497
H -0.126 -2.979 -1.005
H 0.836 -2.501 0.388
C 1.277 2.891 -1.527
H 2.505 1.394 -0.628
C 2.468 3.854 -1.664
H 0.608 3.015 -2.388
H 0.704 3.149 -0.631
C 3.318 3.533 -2.900
H 2.103 4.887 -1.708
H 3.093 3.772 -0.764
C 3.777 2.070 -2.887
H 2.720 3.719 -3.804
H 4.183 4.205 -2.947
C 2.587 1.113 -2.744
H 4.328 1.836 -3.806
H 4.468 1.909 -2.051
H 1.934 1.221 -3.618
H 2.941 0.081 -2.717
C -0.647 1.730 1.073
C 0.355 -0.056 4.157
H -0.832 2.272 0.134
C 0.794 1.207 4.833
H -0.597 0.001 3.629
C -0.221 2.354 4.680
H 0.979 1.017 5.899
H 1.742 1.530 4.380
C -0.233 2.980 3.278
H -1.224 1.982 4.924
H 0.016 3.132 5.415
C -1.251 2.356 2.297
H -0.473 4.047 3.364
H 0.772 2.919 2.838
H -1.885 1.634 2.829
H -1.927 3.153 1.943
O -2.968 -0.553 2.292
B -1.908 -1.274 1.624
O -1.626 -2.483 2.368
C -2.408 -2.388 3.450
C -2.438 -3.255 4.541
C -3.293 -2.942 5.612
C -4.098 -1.784 5.568
C -4.054 -0.931 4.451
C -3.193 -1.262 3.406
H -1.803 -4.131 4.571
H -3.325 -3.588 6.481
H -4.745 -1.546 6.402
H -4.655 -0.032 4.413
*
```

The value obtained for the orbital gap (alpha / beta) is 4.22 / 5.67 eV.

---

Repeat the second record exactly.
This record from the OMol25 dataset describes 7 unconnected molecules or ions with the total composition C7H21N7O14 at a distorted geometry. The level of theory is ωB97M-V/def2-TZVPD.

```
! RIJCOSX wB97M-V def2-TZVPD def2/J DEFGRID3
* xyz 0 1
C 0.567 -0.302 -3.896
N 1.414 -0.471 -5.126
O 0.842 -0.212 -6.217
O 2.571 -0.806 -5.013
H -0.173 -1.103 -3.868
H 0.131 0.639 -4.232
H 1.177 -0.301 -2.993
C 0.512 5.263 -2.447
N -0.323 4.380 -1.561
O 0.235 3.603 -0.703
O -1.528 4.355 -1.835
H 1.511 4.847 -2.319
H 0.346 6.318 -2.229
H 0.314 5.039 -3.495
C 0.284 -0.869 6.161
N -0.725 -1.312 5.165
O -1.193 -2.500 5.267
O -1.105 -0.526 4.320
H 0.099 0.191 6.337
H 1.282 -1.089 5.781
H 0.118 -1.448 7.070
C -2.017 -3.390 -0.125
N -2.242 -2.636 1.080
O -3.099 -1.794 1.003
O -1.426 -2.875 1.995
H -1.366 -2.783 -0.754
H -2.982 -3.574 -0.599
H -1.530 -4.355 0.017
C 3.736 -2.792 -1.491
N 4.709 -3.834 -1.985
O 5.845 -3.845 -1.458
O 4.252 -4.569 -2.835
H 2.803 -3.147 -1.930
H 3.986 -1.775 -1.794
H 3.766 -2.884 -0.406
C 0.417 0.083 1.207
N 1.537 -0.665 0.446
O 1.145 -1.258 -0.569
O 2.697 -0.592 0.811
H 0.277 1.095 0.828
H 0.533 0.009 2.288
H -0.600 -0.186 0.921
C -3.960 3.796 1.352
N -3.550 2.351 1.223
O -2.402 2.022 0.885
O -4.529 1.609 1.579
H -4.674 3.941 2.163
H -4.630 3.965 0.509
H -3.052 4.387 1.472
*
```

The value obtained for the orbital gap is 10.07 eV. The calculation puts the energy above the lowest of the compared OMol25 structures with the same formula, charge and spin at 2.4246 eV.